Entry 1:
{
  "formula": "C13H12AgN4O2S2",
  "method": "ωB97M-V/def2-TZVPD",
  "elements": ["Ag", "S", "C", "C", "C", "C", "C", "N", "H", "H", "H", "H", "S", "C", "N", "O", "C", "N", "C", "O", "C", "C", "C", "C", "N", "C", "H", "H", "H", "H", "H", "H", "H", "H"],
  "positions_angstrom": [[-1.30149, -2.76173, -1.46653], [1.10685, -2.83256, -0.72353], [0.47833, -2.52634, 0.87364], [1.31314, -2.30824, 1.98994], [0.75296, -2.05785, 3.22302], [-0.63334, -2.02634, 3.35777], [-1.38668, -2.25497, 2.22215], [-0.86200, -2.49693, 1.01963], [2.38569, -2.34203, 1.85289], [1.38987, -1.88698, 4.08354], [-1.11039, -1.82829, 4.30784], [-2.47140, -2.24464, 2.26472], [-5.78991, -1.84689, -1.48046], [-4.33327, -2.51508, -1.83887], [-3.30072, -2.99345, -2.10625], [4.34364, 1.60089, 0.42832], [3.58620, 2.54673, -0.30300], [2.30933, 1.91580, -0.51670], [1.28655, 2.62030, -1.05043], [1.41616, 3.80335, -1.33975], [-0.00520, 1.88841, -1.23519], [-1.18666, 2.61310, -1.31240], [-2.38274, 1.93253, -1.45041], [-2.35509, 0.54469, -1.51602], [-1.22022, -0.14976, -1.47500], [-0.07532, 0.50695, -1.34087], [5.26110, 1.89027, 0.44834], [4.05624, 2.78815, -1.26083], [3.44541, 3.47695, 0.25108], [2.21340, 0.95525, -0.22860], [-1.14283, 3.69361, -1.25689], [-3.32655, 2.45914, -1.50076], [-3.26925, -0.03685, -1.60099], [0.80817, -0.12717, -1.31940]],
  "total_charge": -1,
  "gap_ha": 0.253,
  "lumo_ev": 2.3,
  "homo_energy_ev": -4.5667,
  "fmax_ev_per_a": 0.45
}



Entry 2:
{
  "formula": "C13H12AlCl36NOP",
  "method": "ωB97M-V/def2-TZVPD",
  "elements": ["C", "C", "N", "C", "Al", "P", "C", "O", "H", "H", "H", "H", "H", "H", "H", "H", "H", "H", "H", "H", "C", "Cl", "Cl", "Cl", "Cl", "C", "Cl", "Cl", "Cl", "Cl", "C", "Cl", "Cl", "Cl", "Cl", "C", "Cl", "Cl", "Cl", "Cl", "C", "Cl", "Cl", "Cl", "Cl", "C", "Cl", "Cl", "Cl", "Cl", "C", "Cl", "Cl", "Cl", "Cl", "C", "Cl", "Cl", "Cl", "Cl", "C", "Cl", "Cl", "Cl", "Cl"],
  "positions_angstrom": [[-2.77219, 1.41409, -2.24191], [-2.96324, 0.04201, -1.75766], [-4.00903, -0.25934, -1.22031], [-1.84821, -0.90374, -1.93136], [-0.30787, -0.52853, -0.65661], [-0.52059, -1.57545, 1.44927], [-2.18025, -1.21686, 2.20606], [0.56774, -0.71339, 2.45253], [-3.58321, 2.02773, -1.93981], [-2.73157, 1.41207, -3.32510], [-1.86326, 1.83983, -1.89825], [-3.92824, -1.22568, -0.95527], [-1.47330, -0.72152, -2.92334], [-2.20034, -1.91285, -1.93236], [-0.02777, 1.01428, -0.47559], [1.01862, -1.13848, -1.35105], [-2.96474, -1.79913, 1.78860], [-2.45181, -0.18219, 2.23522], [-2.12246, -1.52118, 3.23621], [0.52756, -1.13036, 3.29582], [1.26727, 4.20311, 0.10484], [0.97911, 2.72321, 0.99520], [1.77550, 5.47356, 1.23372], [2.52805, 4.00760, -1.12257], [-0.23220, 4.69995, -0.69791], [1.21739, -4.04200, 5.04147], [2.72163, -4.16523, 5.96360], [0.04158, -5.19862, 5.67492], [0.56719, -2.40738, 5.20800], [1.52844, -4.38937, 3.35668], [-6.66741, 2.99339, 0.49711], [-5.95964, 4.38170, -0.33899], [-7.38129, 1.90069, -0.68431], [-5.41699, 2.16267, 1.41276], [-7.92795, 3.56315, 1.60571], [-2.43772, -3.17557, 8.15529], [-0.77655, -2.63693, 8.40077], [-2.55573, -4.90088, 8.51808], [-3.51348, -2.27486, 9.22933], [-2.90694, -2.89300, 6.48097], [-2.55498, 1.79239, -7.02668], [-2.10386, 0.43413, -6.00359], [-3.98342, 1.36856, -7.97686], [-2.91604, 3.19412, -6.01825], [-1.21981, 2.18100, -8.11709], [-2.01115, 3.20538, 3.64673], [-1.89189, 3.73365, 1.97269], [-1.73028, 4.58067, 4.72709], [-3.62222, 2.54769, 3.95729], [-0.79790, 1.96234, 3.94178], [3.94383, -4.28279, -3.64260], [4.34352, -2.70788, -4.32492], [3.68128, -4.12814, -1.92020], [2.48411, -4.90647, -4.41386], [5.28580, -5.41018, -3.93245], [8.26469, -1.61412, -5.27841], [9.89688, -1.65128, -4.60022], [7.50044, -3.17810, -5.03391], [7.34032, -0.32514, -4.49712], [8.35745, -1.27967, -7.01148], [6.19854, 2.32221, -0.33140], [6.86838, 1.18161, -1.50987], [6.45721, 3.96364, -0.94223], [4.47370, 2.08796, -0.07784], [7.04986, 2.13260, 1.20786]],
  "total_charge": -1,
  "gap_ha": 0.205,
  "lumo_ev": 1.6,
  "homo_energy_ev": -3.9504,
  "fmax_ev_per_a": 5.34
}



Entry 3:
{
  "formula": "C13H12BF2O5RuS6",
  "method": "ωB97M-V/def2-TZVPD",
  "elements": ["Ru", "O", "C", "S", "C", "C", "S", "S", "S", "F", "B", "F", "O", "S", "O", "O", "S", "C", "C", "C", "C", "C", "C", "C", "O", "C", "C", "C", "H", "H", "H", "H", "H", "H", "H", "H", "H", "H", "H", "H"],
  "positions_angstrom": [[2.37743, -0.61116, 0.46150], [-1.54307, 4.70954, 2.12370], [-0.73475, 3.83796, 1.90562], [-0.37832, 2.52395, 3.02279], [0.77646, 1.67675, 2.00776], [1.07057, 2.24440, 0.82252], [2.19698, 1.62057, -0.36927], [0.25725, 3.75551, 0.45244], [1.46006, 0.17666, 2.58869], [1.98039, -4.56803, -1.69392], [2.92298, -4.16564, -0.85221], [3.32171, -4.98705, 0.09595], [3.48335, -2.95449, -1.10698], [4.72743, -2.22149, -0.28873], [4.64047, -0.88533, -0.84439], [5.88977, -3.00862, -0.56191], [4.11426, -2.16782, 1.59058], [-3.07700, 2.84589, -1.43574], [-2.36963, 1.61168, -0.95527], [-1.51964, 0.90259, -1.79129], [-0.84783, -0.23949, -1.36997], [0.01875, -0.96145, -2.36498], [-1.06083, -0.67755, -0.04904], [-0.38528, -1.86550, 0.47726], [0.71739, -2.26271, 0.10354], [-1.94981, 0.00379, 0.80581], [-2.19501, -0.44558, 2.21767], [-2.57554, 1.14671, 0.34008], [-2.68918, 3.16729, -2.40132], [-2.94745, 3.66756, -0.73118], [-4.14902, 2.66409, -1.53902], [-1.36239, 1.25157, -2.80528], [-0.26970, -0.66298, -3.37376], [-0.05910, -2.04402, -2.28299], [1.07294, -0.69510, -2.23970], [-0.89774, -2.42433, 1.27336], [-2.67017, -1.42877, 2.26086], [-2.85333, 0.26262, 2.71912], [-1.26252, -0.49044, 2.78318], [-3.23088, 1.69839, 1.00452]],
  "s_squared": 6.0164,
  "total_charge": -1,
  "gap_ha": [0.222, 0.232],
  "spin_multiplicity": 5,
  "lumo_ev": [2.0, 1.8],
  "homo_energy_ev": [-4.0489, -4.5226],
  "fmax_ev_per_a": 0.57
}



Entry 4:
{
  "formula": "C13H12ClNO2STi",
  "method": "ωB97M-V/def2-TZVPD",
  "elements": ["Cl", "C", "C", "C", "H", "C", "C", "H", "H", "H", "C", "Ti", "C", "C", "O", "O", "H", "H", "H", "S", "C", "N", "C", "C", "C", "C", "H", "H", "H", "H", "H"],
  "positions_angstrom": [[-1.02514, 2.01803, -3.13897], [-0.07112, 2.75023, 1.36548], [-0.68170, 1.71304, 2.13653], [-1.93224, 1.36503, 1.52876], [-0.32445, 1.29596, 3.07185], [-2.06240, 2.15381, 0.32796], [-0.90641, 3.02638, 0.22701], [-0.73367, 3.73495, -0.57182], [0.85269, 3.26393, 1.60521], [-2.69550, 0.69442, 1.91776], [-3.19391, 2.11240, -0.61964], [-0.23743, 0.90054, -0.02736], [1.50215, 0.43743, 0.88468], [0.60850, 1.39654, -2.04064], [2.57539, 0.07127, 1.24918], [1.55873, 1.10825, -2.70132], [-3.66703, 1.12947, -0.65126], [-2.84354, 2.33264, -1.62700], [-3.93961, 2.86983, -0.36175], [-1.14943, -1.26364, -0.61341], [0.28570, -2.22006, -0.33607], [1.21810, -2.18047, -1.33875], [2.41360, -2.89273, -1.25221], [2.65024, -3.58973, -0.06678], [1.73823, -3.61287, 0.97163], [0.54128, -2.93814, 0.83056], [1.04194, -1.64748, -2.18845], [3.08873, -2.84251, -2.10872], [3.61474, -4.10862, 0.01583], [1.97414, -4.15483, 1.89504], [-0.20060, -2.92305, 1.61667]],
  "total_charge": 2,
  "gap_ha": [0.219, 0.219],
  "lumo_ev": [-10.2, -10.2],
  "homo_energy_ev": [-16.1617, -16.1626],
  "fmax_ev_per_a": 10.45
}